The following is a quantum chemistry calculation of the molecule C4H5N in a non-equilibrium geometry, from OMol25.

Last column: Mulliken charge in e.
Element x y z (Å)
C1 -0.03257 1.16433 0.00265  -0.3025
C2 0.76766 0.33047 0.85474  -0.2796
C3 0.47258 -0.99064 0.50618  -0.4387
N1 -0.45259 -0.94523 -0.53959  -0.0662
C4 -0.89529 0.40792 -0.75341  -0.4546
H1 0.17829 2.24324 -0.13383  0.3237
H2 1.40618 0.65145 1.68308  0.3559
H3 0.86368 -1.87755 0.99735  0.3505
H4 -0.82525 -1.76488 -1.01114  0.2052
H5 -1.48269 0.78089 -1.60603  0.3063

Results
net charge	0
spin multiplicity	1
HOMO	-8.38	eV

***

The following is a quantum chemistry calculation of the ion C4H5N2 with charge +1 in a non-equilibrium geometry, from OMol25.

Last column: Mulliken charge in e.
Element x y z (Å)
C1 -2.35913 -1.09014 -0.22140  0.1842
N1 -1.90959 -0.02618 -0.03660  -0.0894
C2 -0.84921 1.17384 0.17929  -0.2636
N2 0.44091 0.98650 -0.11698  -0.2986
C3 1.46434 0.29295 -0.02648  0.7331
C4 2.35864 -0.65649 -0.01657  -0.8850
H1 -2.65793 -2.10789 -0.30656  0.4159
H2 -0.89900 1.42395 1.19748  0.3598
H3 -1.26459 1.92097 -0.42455  0.2891
H4 3.05843 -0.94583 0.76407  0.2945
H5 2.61713 -0.97168 -0.99169  0.2598

Results
net charge	+1
spin multiplicity	1
HOMO	-13.44	eV

***

The following is a quantum chemistry calculation of a cluster of 2 separate species, C4H5N2 in total in a non-equilibrium geometry, from OMol25.

Last column: Mulliken charge in e.
Element x y z (Å)
C1 -1.70644 -1.28959 -0.02038  -0.0040
C2 -2.89782 -0.79643 0.05297  0.0819
C3 -1.30966 0.75746 -0.01992  -0.0698
C4 1.39804 -1.05222 0.00299  -0.2045
N1 -0.70259 -0.39124 0.01176  -0.1694
N2 -2.67438 0.59988 -0.01000  -0.0928
H1 -0.77744 1.76485 -0.10129  0.3475
H2 1.90611 -0.30783 -0.65323  0.2910
H3 1.62950 -0.75348 1.04137  0.2922
H4 1.13428 -2.06589 -0.14759  0.2989
H5 -3.40891 1.30044 -0.08116  0.2289

Results
net charge	+1
spin multiplicity	1
HOMO (alpha / beta)	-14.65 / -14.69	eV

***

The following is a quantum chemistry calculation of a cluster of 2 separate species, C4H5N2O2 in total in a non-equilibrium geometry, from OMol25.

Last column: Mulliken charge in e.
Element x y z (Å)
C1 0.59972 -0.34572 1.05895  -0.2790
C2 1.60840 0.51920 1.08904  -0.3341
C3 -0.26130 -0.08041 -0.02464  -0.2944
C4 1.52047 1.32527 -0.17751  -0.5051
N1 0.30408 0.82590 -0.79751  -0.0503
N2 -3.37388 -2.18547 -0.77130  1.2131
O1 -3.85236 -1.75935 0.18456  -0.1553
O2 -2.83205 -2.64152 -1.66728  -0.1627
H1 0.01798 -0.94117 1.78459  0.3353
H2 2.48460 0.54450 1.68661  0.4286
H3 1.63803 2.33106 0.21612  0.2783
H4 2.23257 1.24450 -0.92174  0.3439
H5 -0.08627 1.16320 -1.65987  0.1818

Results
net charge	+1
spin multiplicity	1
HOMO (alpha / beta)	-11.70 / -11.71	eV

***

The following is a quantum chemistry calculation of the ion C4H5N2O2S with charge +1 in a non-equilibrium geometry, from OMol25.

Last column: Mulliken charge in e.
Element x y z (Å)
C1 -0.02531 -0.14693 -1.27236  -0.5184
N1 -0.91958 0.89852 -1.16030  -0.0524
C2 -1.67605 1.02006 -0.10394  -0.0300
N2 -1.40658 0.71076 1.10677  -0.4049
C3 -0.25680 0.15767 1.59632  -0.0222
C4 0.43212 -0.65645 0.71778  -0.0412
S1 1.98146 -1.24023 0.71839  0.9750
O1 2.68994 -1.03479 -0.48657  -0.3844
O2 2.42954 -2.15775 1.66450  -0.3708
H1 0.76692 -0.08311 -2.01563  0.4398
H2 -0.52273 -1.10730 -1.47244  0.3494
H3 -0.96144 1.68447 -1.73852  0.2764
H4 -2.48524 1.75425 -0.20386  0.3497
H5 -0.04623 0.20083 2.64985  0.4342

Results
net charge	+1
spin multiplicity	1
HOMO	-14.60	eV

***

The following is a quantum chemistry calculation of the ion C4H5N2O3 with charge +1 in a non-equilibrium geometry, from OMol25.

Last column: Mulliken charge in e.
Element x y z (Å)
O1 -3.53557 -0.72522 -0.36861  -0.3123
C1 -2.79697 0.01232 0.17879  0.2509
N1 -1.61143 0.60519 -0.28686  -0.6717
N2 -0.51939 0.23166 -0.23923  0.9791
O2 -0.14889 -1.33320 -0.23752  -0.3291
C2 1.17339 -1.41782 0.08573  -0.2413
C3 1.70754 -0.06484 -0.29569  -0.5942
C4 0.72683 0.86409 -0.24051  0.6845
O3 0.55040 2.17343 -0.13944  -0.5256
H1 -2.80533 0.49033 1.22458  0.3103
H2 1.77663 -2.12531 -0.50330  0.3503
H3 1.22773 -1.54704 1.17964  0.2522
H4 2.74705 0.15368 -0.40470  0.4090
H5 1.50801 2.68272 0.04713  0.4378

Results
net charge	+1
spin multiplicity	1
HOMO (alpha / beta)	-14.78 / -14.77	eV

***

The following is a quantum chemistry calculation of the molecule C4H5N2P in a non-equilibrium geometry, from OMol25.

Last column: Mulliken charge in e.
Element x y z (Å)
N1 -3.07087 0.44450 -0.25508  -0.4026
C1 -2.04584 0.17484 0.14239  -0.0639
C2 -0.68630 -0.15855 0.34924  -0.0357
C3 0.24294 1.42257 0.28721  -0.1538
P1 1.76994 1.05733 -0.18898  -0.1344
C4 1.42192 -0.81610 -0.19295  -0.5479
N2 0.03171 -1.01243 -0.48940  -0.3820
H1 -0.75996 -0.37281 1.35505  0.3023
H2 -0.34341 2.34864 0.27840  0.3710
H3 1.55173 -1.14777 0.90862  0.2577
H4 2.14380 -1.30215 -0.74870  0.4330
H5 -0.25566 -0.63806 -1.44578  0.3564

Results
net charge	0
spin multiplicity	1
HOMO	-9.71	eV

***

The following is a quantum chemistry calculation of a structure of composition C4H5N3 in a non-equilibrium geometry, from OMol25.

Last column: Mulliken charge in e.
Element x y z (Å)
N1 1.32862 -0.03444 1.41025  -0.5397
C1 0.59958 0.80597 0.52748  0.8456
C2 -0.79609 0.34442 0.13915  -0.2201
C3 -0.30817 0.91399 -1.20732  -0.4549
N2 1.06851 1.00888 -0.65044  -0.6044
C4 0.86327 -1.10865 0.89883  -0.2005
N3 -0.42469 -1.08346 0.23723  -0.4189
H1 -1.75964 0.63321 0.58262  0.3757
H2 -0.39508 0.20963 -2.04380  0.2957
H3 -0.64827 1.90953 -1.46715  0.2728
H4 1.48440 -1.98162 0.70471  0.3635
H5 -1.01243 -1.61747 0.86843  0.2852

Results
net charge	0
spin multiplicity	1
HOMO	-9.45	eV

***

no.,total energy (eV)
1,-5718.36680
2,-7197.96823
3,-7193.83274
4,-11288.48913
5,-22126.88404
6,-13338.48366
7,-16494.86349
8,-8695.44755